1.
{
  "formula": "C27H39F4N2O12S5",
  "method": "ωB97M-V with the def2-TZVPD basis set",
  "elements": ["O", "C", "O", "C", "C", "C", "N", "C", "S", "N", "C", "C", "C", "F", "F", "C", "F", "F", "C", "C", "O", "O", "H", "H", "H", "H", "H", "H", "H", "C", "C", "C", "S", "O", "O", "C", "H", "H", "H", "H", "H", "H", "H", "H", "C", "C", "C", "S", "O", "O", "C", "H", "H", "H", "H", "H", "H", "H", "H", "C", "C", "C", "S", "O", "O", "C", "H", "H", "H", "H", "H", "H", "H", "H", "C", "C", "C", "S", "O", "O", "C", "H", "H", "H", "H", "H", "H", "H", "H"],
  "xyz": [[-4.6190, -1.8858, -1.9036], [-3.4356, -1.9683, -1.8549], [-2.7015, -1.8655, -2.9559], [-2.8039, -2.2284, -0.4819], [-1.3127, -2.0535, -0.3261], [-0.3811, -2.7543, -1.0927], [-0.7444, -3.6925, -2.0590], [-0.5312, -4.8802, -1.7700], [-0.3166, -6.3420, -1.3991], [0.9301, -2.5455, -0.9044], [1.4381, -1.7032, 0.0077], [0.5877, -0.9973, 0.8232], [1.1525, -0.0732, 1.8949], [0.5345, -0.3285, 3.0686], [0.9736, 1.2101, 1.5424], [2.6548, -0.2315, 2.1750], [3.3835, 0.2513, 1.1409], [2.9617, -1.5334, 2.3952], [-0.7963, -1.1840, 0.6335], [-1.7079, -0.3800, 1.5467], [-1.6861, 0.7959, 1.5455], [-2.4859, -1.0804, 2.3821], [-1.8306, -1.4981, -2.7650], [-3.3621, -1.5968, 0.1914], [-3.0503, -3.2607, -0.2280], [1.5746, -3.0700, -1.4882], [2.5065, -1.6248, 0.0784], [2.8772, 0.3465, 3.0751], [-2.4408, -2.0188, 2.1600], [-1.3338, 3.5699, -3.9416], [-1.7888, 3.9659, -2.5298], [-2.7706, 2.8908, -2.0447], [-2.3071, 1.3804, -2.8934], [-3.3691, 0.9856, -3.7716], [-1.7307, 0.4501, -1.9246], [-0.9832, 2.0868, -3.8653], [-0.4829, 4.1613, -4.2735], [-2.1483, 3.7234, -4.6519], [-0.9234, 4.0020, -1.8653], [-2.2525, 4.9499, -2.5159], [-2.7085, 2.7288, -0.9711], [-3.7964, 3.1189, -2.3265], [-0.9452, 1.5935, -4.8341], [-0.0498, 1.9279, -3.3245], [-0.8159, -7.0415, -7.0676], [-1.6590, -5.9512, -6.3947], [-1.0694, -5.7136, -4.9993], [0.6811, -6.1322, -5.1145], [0.9357, -7.2786, -4.2761], [1.4692, -4.9295, -4.9852], [0.6387, -6.6523, -6.8244], [-1.0327, -7.1202, -8.1309], [-1.0242, -8.0103, -6.6088], [-1.6002, -5.0320, -6.9799], [-2.7087, -6.2316, -6.3324], [-1.1651, -4.6759, -4.6855], [-1.5188, -6.3710, -4.2571], [1.3403, -7.4707, -6.9674], [0.9281, -5.7974, -7.4347], [-1.9865, 2.9210, 4.0702], [-2.7008, 2.6407, 5.3999], [-2.6852, 3.9418, 6.2135], [-2.6390, 5.2813, 5.0139], [-1.3843, 5.9763, 5.1452], [-3.8916, 5.9890, 5.0284], [-2.5601, 4.2385, 3.5608], [-2.1359, 2.1196, 3.3513], [-0.9121, 3.0246, 4.2428], [-3.7323, 2.3418, 5.2026], [-2.2254, 1.8302, 5.9507], [-3.5725, 4.0561, 6.8304], [-1.7927, 4.0221, 6.8306], [-1.9438, 4.7206, 2.8056], [-3.5772, 4.1122, 3.1907], [6.1288, 3.0340, 2.7004], [6.2423, 4.0787, 3.8189], [5.1207, 3.7967, 4.8274], [4.7869, 2.0365, 4.7205], [3.4393, 1.8538, 4.2125], [5.2127, 1.3790, 5.9244], [5.9478, 1.6909, 3.4017], [7.0072, 3.0310, 2.0575], [5.2568, 3.2502, 2.0788], [7.2120, 3.9824, 4.3100], [6.1716, 5.0932, 3.4317], [5.4104, 4.0334, 5.8475], [4.2034, 4.3240, 4.5718], [5.5478, 0.9125, 2.7557], [6.8740, 1.3536, 3.8649]],
  "homo_lumo_gap_ev": 7.0596,
  "total_charge": 1,
  "fmax_ev_per_a": 1.23,
  "energy_ev": -121220.4080,
  "multiplicity": 1,
  "lumo_energy_ev": -4.600,
  "homo_energy_ev": -11.7
}

2.
{
  "formula": "C27H39N4O",
  "method": "ωB97M-V with the def2-TZVPD basis set",
  "elements": ["C", "N", "C", "O", "C", "C", "C", "C", "C", "C", "C", "C", "N", "C", "C", "C", "C", "C", "C", "C", "N", "C", "C", "C", "C", "C", "C", "C", "H", "H", "H", "H", "H", "H", "H", "H", "H", "H", "H", "H", "H", "H", "H", "H", "H", "H", "H", "H", "H", "H", "H", "H", "H", "H", "H", "H", "H", "H", "C", "C", "C", "N", "H", "H", "H", "H", "H", "H", "H", "H", "H"],
  "xyz": [[3.0010, 4.2325, 0.6780], [2.7488, 2.8184, 0.5109], [3.7494, 1.9274, 0.2485], [4.9258, 2.2287, 0.0406], [3.1225, 0.5390, 0.2435], [3.5909, -0.2864, 1.4479], [5.0651, -0.6081, 1.3276], [5.4797, -1.5350, 0.3709], [6.8417, -1.7668, 0.1649], [7.7904, -1.0879, 0.9424], [7.3730, -0.1613, 1.9061], [6.0105, 0.0695, 2.1090], [1.6960, 0.8484, 0.2573], [0.7752, -0.1371, 0.2001], [-0.5866, 0.0706, 0.3466], [-1.5614, -0.9343, 0.2791], [-2.9753, -0.6568, 0.4337], [-3.9355, -1.7105, 0.4480], [-5.2847, -1.4509, 0.5598], [-5.7615, -0.1202, 0.7025], [-7.1290, 0.1328, 0.8848], [-7.6891, 0.2882, 2.2173], [-7.9265, 0.7891, -0.1356], [-4.8243, 0.9324, 0.6740], [-3.4724, 0.6678, 0.5614], [1.4067, 2.2605, 0.5359], [0.7937, 2.4764, 1.9286], [0.5540, 2.9121, -0.5634], [4.0819, 4.3969, 0.6912], [2.5576, 4.8127, -0.1441], [2.5651, 4.5792, 1.6242], [3.3815, 0.0298, -0.6982], [3.3856, 0.2858, 2.3698], [3.0001, -1.2143, 1.4777], [4.7215, -2.0534, -0.2260], [7.1549, -2.4747, -0.6034], [8.8536, -1.2795, 0.7927], [8.1034, 0.3953, 2.4993], [5.6612, 0.7973, 2.8447], [1.1806, -1.1393, 0.0492], [-0.9122, 1.0873, 0.5627], [-1.2242, -1.9745, 0.3141], [-3.5758, -2.7403, 0.3737], [-6.0192, -2.2616, 0.5304], [-7.0442, -0.2084, 2.9500], [-7.7948, 1.3527, 2.4866], [-8.6887, -0.1660, 2.2303], [-7.4879, 0.6442, -1.1295], [-8.9289, 0.3437, -0.1130], [-8.0344, 1.8670, 0.0627], [-5.1836, 1.9612, 0.7588], [-2.7924, 1.5206, 0.5739], [1.5202, 2.1737, 2.6960], [0.5542, 3.5403, 2.0503], [-0.1206, 1.8940, 2.0595], [1.1626, 3.0166, -1.4725], [-0.3326, 2.3167, -0.7923], [0.2449, 3.9063, -0.2181], [0.7120, -3.4682, -4.6462], [0.3842, -3.3059, -3.1642], [-1.0891, -2.9559, -2.9450], [-1.3192, -1.8513, -2.0049], [1.7861, -3.5970, -4.8047], [0.2072, -4.3419, -5.0767], [0.3931, -2.5836, -5.2090], [0.5822, -4.2514, -2.6448], [1.0322, -2.5486, -2.7078], [-1.5737, -2.7096, -3.9047], [-1.5932, -3.8358, -2.5266], [-0.9661, -0.9840, -2.4121], [-2.3229, -1.7148, -1.8746]],
  "homo_lumo_gap_ev": 6.3263,
  "total_charge": 1,
  "fmax_ev_per_a": 2.41,
  "energy_ev": -36633.0192,
  "multiplicity": 1,
  "lumo_energy_ev": -4.483,
  "homo_energy_ev": -10.8
}